Entry 1:
Entry from the Open Molecules 2025 dataset: a 5-piece molecular cluster, C11H22Cl8O3 overall in a non-equilibrium geometry (ωB97M-V/def2-TZVPD).

Structure (XYZ):
```
44
Properties=species:S:1:pos:R:3:forces:R:3
Cl -17.57713 -12.96207 4.51189 -0.06 0.04 -0.13
C -16.22398 -12.17150 3.61934 -0.33 -1.56 0.72
C -14.97902 -13.00439 3.71898 -0.58 -1.31 -0.58
Cl -14.35923 -13.23248 5.36122 0.11 0.34 0.22
H -16.09501 -11.25703 4.10388 0.21 1.64 0.58
H -16.56495 -12.04976 2.61306 0.07 0.06 -0.62
H -14.22351 -12.60237 3.08111 0.62 0.43 -0.18
H -15.18303 -14.02261 3.35629 -0.02 0.35 0.04
Cl -12.71217 -5.66407 8.78893 0.72 -0.74 0.10
C -11.58900 -7.12984 8.85816 -1.68 0.32 -0.32
C -11.80712 -7.97764 10.08904 -0.03 -0.80 -1.01
Cl -10.63597 -7.55737 11.31608 0.45 0.18 0.84
H -10.59364 -6.79286 8.94194 1.03 0.74 -0.48
H -11.76259 -7.65891 7.91137 0.05 0.05 0.47
H -11.60869 -9.00737 9.77736 -0.07 0.03 0.28
H -12.78815 -7.92632 10.51830 -0.48 0.13 0.04
Cl -8.55278 -10.71955 3.26923 0.52 -0.37 0.34
C -8.17012 -9.03197 2.87788 0.45 -0.26 -0.98
C -7.76042 -8.91115 1.41767 -2.04 1.26 -0.09
Cl -9.13956 -9.45178 0.40661 0.07 -0.29 -0.31
H -7.34898 -8.65356 3.46654 0.03 -0.07 0.58
H -9.10248 -8.55481 3.07594 -0.35 0.87 0.11
H -6.90084 -9.46751 1.18406 1.02 -0.82 -0.31
H -7.66349 -7.87277 1.06227 0.39 -0.28 0.72
Cl -11.35531 -9.39755 5.20266 -0.42 -0.01 -0.25
C -13.01280 -9.00483 4.59284 0.25 1.70 0.55
C -13.81101 -8.23920 5.68442 0.15 -0.30 -1.57
Cl -14.43759 -9.33326 6.92463 0.31 0.20 0.29
H -13.50431 -9.92616 4.32067 -0.03 -0.19 -0.14
H -12.89093 -8.30421 3.72198 -0.06 -0.88 0.73
H -14.67305 -7.82201 5.18309 -0.42 -0.02 -0.13
H -13.27222 -7.35819 6.03694 0.20 -0.46 0.55
C -11.07090 -12.54508 1.70644 0.23 -1.39 -0.54
O -11.38614 -11.75020 0.56406 0.49 0.67 -0.61
C -12.62485 -11.34328 0.46647 -2.01 -1.66 0.31
O -13.51902 -11.77598 1.19419 0.57 1.15 -0.46
O -12.84211 -10.58960 -0.61278 -0.19 0.18 1.12
C -14.25149 -10.20577 -0.82352 2.30 -0.07 -1.98
H -10.09590 -13.01183 1.43974 -0.50 0.77 0.66
H -11.77630 -13.38175 1.83276 0.01 0.44 -0.19
H -11.11182 -11.92755 2.58996 0.45 0.06 0.28
H -14.65412 -9.55330 -0.08581 0.10 0.67 0.57
H -14.84397 -11.08129 -0.88466 -0.56 -0.87 -0.08
H -14.08599 -9.76456 -1.83303 -0.97 0.07 0.86
```
Positions in Å, forces in eV/Å.

Calculated values
Kohn-Sham gap: 10.9 eV
charge: 0
max |F|: 0.0589 hartree/bohr
relative energy (zero: lowest compared OMol25 entry of this formula, charge and spin): 0.0 kcal per mole

Here are the Mulliken charges for atoms 1 to 2, given in e:
1 Cl -0.217
2 C -0.344

---

Entry 2:
Entry from the Open Molecules 2025 dataset: C11H22ClN2O3ReSe2 as an isolated structure in a non-equilibrium geometry (ωB97M-V/def2-TZVPD).

Structure (XYZ):
```
42
Properties=species:S:1:pos:R:3:forces:R:3
Re 0.95565 -0.41085 -0.62926 0.54 -0.35 -1.15
O 3.02047 -0.69152 -0.26908 -0.15 0.06 -0.45
C 3.82633 -0.82498 0.90829 0.26 -0.04 0.25
C 2.99351 -0.73530 2.17798 0.10 0.01 -0.07
C 4.02467 -0.89300 3.32302 0.07 0.00 -0.15
O 3.32926 -0.81842 4.54379 -0.03 0.00 0.13
C 2.02094 -1.90744 2.32220 -0.17 0.02 -0.07
Se 0.61020 -2.18938 0.95259 -0.02 -0.01 0.37
C 2.35983 0.64612 2.36892 -0.15 -0.02 -0.10
Se 1.09813 1.34174 0.99711 -0.04 0.16 0.38
H 3.52129 -0.75646 -1.09886 -0.06 0.02 0.08
H 4.57628 -0.03084 0.89020 -0.04 0.01 0.01
H 4.33191 -1.79210 0.85555 -0.04 0.00 0.02
H 4.77508 -0.09610 3.24156 -0.03 -0.02 0.01
H 4.53774 -1.85719 3.21268 -0.03 0.03 0.01
H 3.94656 -0.91900 5.27473 -0.01 0.00 0.00
H 1.50604 -1.81896 3.27626 -0.04 -0.01 -0.07
H 2.58875 -2.83808 2.33214 -0.03 -0.01 -0.03
H 3.15014 1.39556 2.41396 -0.03 0.02 -0.03
H 1.82514 0.66193 3.31566 -0.04 0.01 -0.07
Cl 1.78524 -0.45620 -2.88456 -0.08 0.06 0.53
C -2.43167 0.29972 0.80922 0.01 0.01 0.08
N -2.78046 0.59186 -0.57436 -0.07 0.06 -0.06
C -3.99693 1.37916 -0.76565 -0.11 0.06 -0.09
C -4.58914 1.10792 -2.13534 0.12 0.02 0.03
C -3.51728 1.31749 -3.18716 -0.15 0.04 0.00
N -2.32384 0.54365 -2.85740 -0.13 0.01 -0.07
C -1.46479 0.17958 -3.97522 0.10 -0.02 -0.09
C -1.99630 0.26257 -1.60151 0.39 -0.08 0.40
O -0.89519 -0.38316 -1.38863 -0.02 -0.03 0.24
H -3.30721 -0.11717 1.30462 -0.02 -0.01 0.00
H -2.13476 1.21476 1.32472 0.01 -0.03 0.01
H -1.62436 -0.42032 0.87212 -0.03 0.02 -0.02
H -3.76552 2.44136 -0.63416 -0.02 -0.02 -0.03
H -4.69406 1.09739 0.02296 0.01 0.00 -0.03
H -5.43261 1.77007 -2.31962 0.00 0.03 0.00
H -4.95516 0.08088 -2.18123 0.00 -0.01 0.00
H -3.24800 2.37478 -3.27788 -0.02 -0.02 0.02
H -3.86081 0.98343 -4.16591 -0.01 0.00 0.03
H -2.08047 -0.26485 -4.75552 -0.02 0.00 -0.01
H -0.71340 -0.53534 -3.66294 -0.04 0.05 -0.02
H -0.97122 1.06667 -4.37600 0.02 -0.02 0.00
```
Positions in Å, forces in eV/Å.

Calculated values
expectation value of S²: 3.78
Kohn-Sham gap (alpha / beta): 6.7 / 7.2 eV
charge: +1
multiplicity: 4
max |F|: 0.0257 hartree/bohr
relative energy (zero: lowest compared OMol25 entry of this formula, charge and spin): 2.4 kcal per mole

Here are the Mulliken charges for atoms 1 to 2, given in e:
1 Re 0.800
2 O -0.354

---

Entry 3:
Entry from the Open Molecules 2025 dataset: one molecule with the formula C11H22N2O3S in a non-equilibrium geometry (ωB97M-V/def2-TZVPD).

Structure (XYZ):
```
39
Properties=species:S:1:pos:R:3:forces:R:3
C -0.51453 -2.27642 0.51547 0.20 -1.52 0.41
C 0.71313 -1.75527 -0.26352 -0.63 1.40 -0.28
C -1.81945 -1.99224 -0.23081 -0.31 0.43 -1.06
C -2.18459 -0.55963 -0.66432 0.27 -0.15 -1.28
C -2.07561 0.51568 0.44528 -1.87 1.06 -0.82
C -3.59479 -0.67461 -1.33000 1.57 0.50 -0.37
C 2.48619 -0.01960 -0.36691 0.52 -1.07 0.64
C 3.75501 -1.03352 -0.41486 -1.02 1.99 -0.58
C 2.85458 1.25470 0.35365 0.43 2.55 -1.92
C 1.64920 2.22497 0.60919 0.25 -0.66 1.89
C -0.44297 3.85533 -0.07875 -0.45 2.38 -1.98
H -1.39910 -2.00447 2.35656 0.35 0.10 -0.07
H 0.19597 -2.40236 2.49127 -0.05 -0.31 -0.22
H -0.61588 -3.36982 0.53825 1.18 -0.08 -0.58
H -2.61391 -2.17618 0.47837 -0.35 -0.78 0.36
H -1.93148 -2.75895 -1.11123 0.32 1.58 1.61
H -1.53959 -0.17482 -1.50177 -0.08 -0.64 0.79
H -2.01455 1.49120 -0.09919 -0.30 -0.62 0.48
H -1.13900 0.47473 0.96138 0.32 -0.33 0.62
H -2.99056 0.61075 1.14504 1.51 -0.52 -0.88
H -4.29777 -0.98133 -0.58582 -0.73 -0.15 0.46
H -3.81206 0.36704 -1.65498 -0.40 -0.96 -0.33
H -3.56312 -1.47474 -2.14109 -0.16 1.42 0.77
H 1.06687 -0.56375 1.26003 0.35 0.55 -0.21
H 2.26715 0.22900 -1.43046 -0.20 -0.45 0.74
H 3.57378 1.83408 -0.36846 -1.07 -1.13 1.36
H 3.40157 1.14713 1.28875 -0.09 -0.39 -0.02
H 2.07542 3.12612 1.11762 -0.39 -0.55 -0.55
H 0.99735 1.72192 1.40193 0.46 0.70 -1.06
H -0.39264 4.83605 -0.67219 0.55 -0.92 1.28
H -1.45201 3.61069 -0.35260 -0.67 -0.68 0.72
H -0.23849 3.98143 0.96567 -0.24 0.17 0.44
H 2.69060 -2.33648 -1.44961 -0.92 0.72 -0.03
N -0.47699 -1.88897 1.93947 -0.50 1.09 -0.25
N 1.30589 -0.65828 0.27368 0.25 -0.98 0.15
O 1.01417 -2.11120 -1.39803 -0.52 -1.08 -0.02
O 4.81797 -0.78250 0.08891 -0.61 -0.22 0.10
O 3.58268 -2.00330 -1.28414 1.77 -1.25 0.05
S 0.66158 2.71757 -0.83181 1.28 -1.20 -0.33
```
Positions in Å, forces in eV/Å.

Calculated values
Kohn-Sham gap: 9.2 eV
charge: 0
max |F|: 0.0626 hartree/bohr
relative energy (zero: lowest compared OMol25 entry of this formula, charge and spin): 40.5 kcal per mole

Here are the Mulliken charges for atoms 1 to 2, given in e:
1 C 0.624
2 C -0.220

---

Entry 4:
Entry from the Open Molecules 2025 dataset: one molecule with the formula C11H22N2O4 (ωB97M-V/def2-TZVPD).

Structure (XYZ):
```
39
Properties=species:S:1:pos:R:3:forces:R:3
C -3.47876 -0.94700 1.54085 0.04 0.04 0.09
O -3.78333 -1.00043 0.15977 -0.13 0.15 -0.08
C -2.96871 -1.87078 -0.58636 0.28 -0.10 -0.20
C -1.52187 -1.38098 -0.70143 -0.11 -0.07 0.10
N -1.53860 0.00436 -1.11095 -0.48 -0.27 0.02
C -0.42978 0.67450 -1.46384 -0.42 0.41 -0.42
O 0.63671 0.12611 -1.68096 0.40 -0.13 0.01
C -0.63324 2.17454 -1.60464 0.07 0.03 0.14
C -0.78301 2.84747 -0.23592 0.16 0.03 -0.04
C 0.45365 2.64114 0.63937 -0.40 -0.06 -0.04
C 0.50995 1.22662 1.19961 0.47 0.40 0.16
O -0.48259 0.63937 1.59443 -0.34 -0.08 0.07
N 1.75049 0.71683 1.30665 0.42 -0.06 0.01
H 2.51749 1.15977 0.82421 -0.18 0.12 -0.03
C 2.00280 -0.65644 1.67771 0.10 -0.32 -0.25
C 2.46421 -1.44404 0.45332 -0.23 -0.07 0.17
O 3.72006 -0.92780 0.05729 -0.07 0.20 0.30
C 4.06481 -1.28359 -1.25793 -0.01 -0.02 -0.14
H 3.30703 -0.93098 -1.96669 0.05 -0.02 0.00
H 4.17036 -2.37065 -1.36113 0.02 0.02 -0.01
H 5.02008 -0.80660 -1.46922 0.00 -0.05 -0.08
H 1.73663 -1.31038 -0.35785 0.07 -0.06 0.13
H 2.54778 -2.51535 0.69157 0.02 0.07 0.01
H 2.78180 -0.68308 2.44486 -0.10 -0.09 0.00
H 1.07513 -1.07016 2.07626 0.13 0.01 0.00
H 0.40570 3.31882 1.49609 0.08 -0.05 0.00
H 1.36028 2.86198 0.07538 0.06 0.05 0.02
H -1.64715 2.43882 0.29241 -0.01 0.10 0.02
H -0.94951 3.91641 -0.38558 -0.04 -0.05 0.03
H 0.23295 2.58611 -2.12572 -0.05 -0.09 -0.03
H -1.52519 2.36184 -2.20538 0.02 0.00 -0.04
H -2.36097 0.51070 -0.81393 0.14 0.09 -0.04
H -0.97577 -1.96947 -1.44252 -0.06 -0.03 0.09
H -1.00839 -1.47417 0.26351 0.02 -0.02 -0.09
H -2.97737 -2.88125 -0.15232 0.00 0.08 -0.05
H -3.42931 -1.90389 -1.57737 0.09 -0.08 0.06
H -2.52020 -0.45767 1.73176 -0.02 -0.03 0.01
H -3.46675 -1.95325 1.97456 -0.02 -0.01 0.01
H -4.27740 -0.36742 2.00015 0.04 -0.03 0.08
```
Positions in Å, forces in eV/Å.

Calculated values
Kohn-Sham gap: 10.2 eV
charge: 0
max |F|: 0.0141 hartree/bohr
relative energy (zero: lowest compared OMol25 entry of this formula, charge and spin): 33.4 kcal per mole

Here are the Mulliken charges for atoms 1 to 2, given in e:
1 C -0.414
2 O -0.394

---

Entry 5:
Entry from the Open Molecules 2025 dataset: one molecule with the formula C11H22N2S in a non-equilibrium geometry (ωB97M-V/def2-TZVPD).

Structure (XYZ):
```
36
Properties=species:S:1:pos:R:3:forces:R:3
C -3.52255 -0.09245 -1.37831 -2.79 -2.06 -2.45
C -3.30618 -0.05257 0.05265 -4.09 3.66 1.81
C -2.22281 1.01518 0.52089 -4.66 -1.93 1.46
C -0.91431 0.43616 0.15994 -0.58 -2.79 -0.15
H -0.81349 0.26530 -1.04816 0.47 0.99 3.20
H -0.88016 -0.62906 0.61930 -0.33 1.39 -0.92
C 0.01688 1.25759 0.95010 4.89 2.99 -8.64
N 1.42430 0.86596 0.48291 -1.69 -3.48 6.16
C 2.11312 1.60485 -0.36465 2.20 2.15 -0.76
S 3.76501 1.27860 -0.72402 -1.58 0.63 -0.13
N 1.32480 2.77970 -0.73371 6.45 -7.43 -0.83
H 1.70291 3.45233 -1.33461 0.03 0.94 -0.66
C 0.20891 2.55380 -0.07036 -6.87 7.38 6.07
H -0.65872 2.98909 -0.56407 -0.69 -1.39 -0.62
H 0.26166 3.56475 0.61067 -0.82 -1.92 0.25
C 1.95666 -0.20185 1.56865 7.40 -0.14 -12.46
C 1.75732 -1.77305 1.07258 -4.27 7.09 -2.89
C 2.03242 -1.92678 -0.36108 2.20 5.43 -1.82
C 1.92072 -3.21734 -0.89132 -6.00 -1.25 17.06
H 0.73979 -3.53737 -0.56261 2.44 0.50 -1.12
H 2.37616 -3.99733 -0.31048 0.99 -0.22 0.25
H 1.94845 -3.39449 -1.71661 1.06 -3.03 -17.15
H 1.46591 -1.10396 -1.02323 0.88 -1.85 1.53
H 3.05495 -1.57403 -0.43683 0.63 0.15 -0.62
H 0.66722 -1.67501 0.95413 -0.20 -1.90 2.00
H 2.39578 -2.24832 1.64887 1.91 -3.27 3.24
H 1.69947 -0.19246 2.47099 -2.92 1.48 7.31
H 3.14759 0.14473 1.36562 -2.76 -1.45 1.28
H -0.17196 1.48456 1.96635 0.11 0.00 0.84
H -2.42061 0.96721 1.70695 0.90 0.72 -2.50
H -2.56618 2.02565 0.08113 0.98 -1.54 0.80
H -3.27854 -1.06962 0.31063 1.06 -1.20 1.40
H -4.38930 0.31029 0.49207 2.49 -0.80 -0.60
H -3.76306 0.77670 -1.88742 -0.82 2.49 -0.29
H -4.44230 -0.78961 -1.75243 2.49 1.07 1.05
H -2.62988 -0.29716 -1.87452 1.51 -1.44 -1.11
```
Positions in Å, forces in eV/Å.

Calculated values
Kohn-Sham gap: 8.6 eV
charge: 0
max |F|: 0.3525 hartree/bohr
relative energy (zero: lowest compared OMol25 entry of this formula, charge and spin): 259.5 kcal per mole

Here are the Mulliken charges for atoms 1 to 2, given in e:
1 C -1.352
2 C -0.473

---

Entry 6:
Entry from the Open Molecules 2025 dataset: one molecule with the formula C11H22N4O4 in a non-equilibrium geometry (ωB97M-V/def2-TZVPD).

Structure (XYZ):
```
41
Properties=species:S:1:pos:R:3:forces:R:3
C -1.48949 0.95157 0.23775 -0.17 -0.12 0.38
C -0.27493 0.87142 1.16821 0.20 -0.81 0.76
C -2.37660 -0.31142 0.30186 -0.01 0.25 0.04
C -1.77502 -1.66009 -0.10337 -0.09 -0.18 -0.14
C -1.38499 -1.85894 -1.58197 -0.49 -0.46 0.41
C -2.48745 -1.52964 -2.58163 0.52 1.37 -0.58
C 1.88127 1.91146 1.67610 -0.20 -0.14 0.78
C 2.28752 3.36942 1.76101 -0.34 0.92 -0.75
C 3.04377 1.10866 1.04994 -0.48 -0.16 -0.22
C 2.83361 -0.40531 1.08162 -1.12 0.52 0.49
C 2.00021 -0.93387 -0.07741 0.07 -0.59 0.45
H -0.38987 0.80412 -1.51405 0.10 -0.07 0.23
H -1.83211 1.53712 -1.71299 0.47 0.06 0.59
H -2.09782 1.76463 0.66792 0.07 -0.14 -0.06
H -2.73202 -0.41519 1.33727 0.21 0.09 -0.17
H -3.28380 -0.09048 -0.27719 0.17 -0.15 -0.07
H -0.90960 -1.86500 0.53941 -0.17 0.06 -0.14
H -2.52989 -2.41673 0.12858 0.06 0.05 0.10
H -0.49432 -1.30021 -1.79808 0.42 0.42 -0.35
H -1.10541 -2.91287 -1.73093 -0.04 0.00 0.12
H -2.66820 -0.42062 -2.52001 -0.05 -0.94 -0.08
H -2.09063 -1.69442 -3.62219 -0.35 -0.04 0.72
H -4.44760 -1.99417 -2.92618 -0.42 0.14 -0.42
H -3.57373 -3.22296 -2.32333 -0.11 -0.01 0.01
H 0.50445 2.43073 0.11317 0.17 -0.63 0.89
H 1.66587 1.55595 2.71736 0.35 0.16 -0.79
H 3.16781 1.42477 0.00774 -0.03 0.02 0.12
H 3.94966 1.35660 1.58080 0.31 0.08 0.23
H 2.35123 -0.70666 2.03701 0.21 0.13 -0.55
H 3.77224 -0.90636 1.03585 0.88 -0.43 -0.07
H 1.06621 -2.64416 -0.64722 -0.06 -0.04 -0.06
H 1.76136 -2.70467 0.92626 -0.02 0.08 -0.34
H 3.45733 4.54135 2.65203 -0.17 -0.73 -0.03
N -1.04019 1.43878 -1.06138 -0.66 0.03 -0.92
N -3.72763 -2.22187 -2.27348 0.55 -0.28 0.38
N 0.64344 1.83321 0.95118 -0.21 0.55 -1.00
N 1.73342 -2.27567 0.00847 0.12 0.19 0.41
O -0.15955 0.01770 2.06217 -0.15 0.82 -0.82
O 1.85097 4.26455 1.06306 0.33 -0.89 0.64
O 1.65524 -0.27066 -1.03079 -0.05 0.27 -0.31
O 3.24524 3.57991 2.67743 0.18 0.62 0.11
```
Positions in Å, forces in eV/Å.

Calculated values
Kohn-Sham gap: 9.9 eV
charge: 0
max |F|: 0.0307 hartree/bohr
relative energy (zero: lowest compared OMol25 entry of this formula, charge and spin): 0.0 kcal per mole

Here are the Mulliken charges for atoms 1 to 2, given in e:
1 C 0.781
2 C -0.198